Entry 1:
A molecular structure, C24H18BrN3O6PtS. Source: the Open Molecules 2025 dataset; level of theory: the ωB97M-V functional and the def2-TZVPD basis.

Computed properties:
- E: -126054.038 eV
- Multiplicity: 3
- LUMO energy (spin up / spin down): -0.00471 / -0.08229 Eh
- Energy above the lowest of the compared OMol25 structures with the same formula, charge and spin: 37.9 kcal/mol

Structure (XYZ):
```
54
C24H18BrN3O6PtS (the ωB97M-V functional and the def2-TZVPD basis)
Pt -1.33217 -0.86356 1.05841
O 0.67043 3.54178 0.13180
C -0.73900 3.51574 -0.02835
C -1.31793 4.40835 -0.90220
C -2.68994 4.40135 -1.02296
C -3.49119 3.55448 -0.31263
C -2.93887 2.59784 0.51593
C -1.51850 2.62871 0.73468
C -0.71746 1.71146 1.58811
O -1.54630 0.76450 2.13633
N 0.25157 0.84763 0.72853
N 1.57069 0.66959 1.24873
C 2.41409 0.40479 0.33011
C 3.80550 0.12207 0.56413
Br 4.11606 -0.52657 2.39453
C 4.77242 0.27239 -0.30465
C 6.17739 0.26199 -0.03026
C 6.96824 -0.86339 -0.18144
C 8.31495 -0.82572 0.05787
C 9.00049 0.32412 0.28315
C 8.27473 1.48320 0.38183
C 6.88346 1.43049 0.21826
H 0.95731 4.38927 -0.20349
H -0.68280 5.00514 -1.50991
H -3.07270 5.20567 -1.68023
H -4.56041 3.55433 -0.44566
H -3.40671 2.00115 1.24800
H -0.04258 2.23420 2.30469
H 0.23599 1.01580 -0.26540
H 2.06234 0.57457 -0.70068
H 4.33153 0.48230 -1.34815
H 6.40398 -1.81193 -0.44135
H 8.72102 -1.77324 -0.08171
H 10.06154 0.27037 0.40732
H 8.84032 2.44836 0.49133
H 6.31232 2.38828 0.07780
O 0.54724 -3.12319 0.26547
C -0.30527 -2.42440 0.56921
O -2.03464 -3.22585 -1.45959
C -3.03672 -2.82132 -0.86608
N -3.06921 -1.69043 -0.11436
S -4.56261 -1.05577 0.15666
O -4.77771 0.02271 -0.78008
O -4.70411 -0.83346 1.55316
C -5.40479 -2.52883 -0.43463
C -6.70433 -2.80465 -0.25520
C -7.15990 -4.12419 -0.50406
C -6.22454 -5.06578 -1.05298
C -4.86530 -4.70743 -1.12999
C -4.41608 -3.39484 -0.86634
H -7.44695 -2.21504 0.26714
H -8.20155 -4.39732 -0.16522
H -6.62427 -6.05792 -1.24629
H -4.09904 -5.39780 -1.37933
```


Entry 2:
A molecular structure, C24H18F5IN14O2S2W. Source: the Open Molecules 2025 dataset; level of theory: the ωB97M-V functional and the def2-TZVPD basis.

Computed properties:
- E: -95321.002 eV
- Net charge: -2
- Multiplicity: 1
- LUMO energy (spin up / spin down): 0.12092 / 0.12092 Eh
- Energy above the lowest of the compared OMol25 structures with the same formula, charge and spin: 8.8 kcal/mol

Structure (XYZ):
```
67
C24H18F5IN14O2S2W (the ωB97M-V functional and the def2-TZVPD basis)
W -0.20733 -0.80063 0.79657
N -0.74713 1.68947 3.52707
C -1.78363 0.89007 3.12857
N -3.00943 0.95607 3.62287
N -3.66673 -0.03203 3.02077
N -2.90433 -0.67353 2.22837
N -1.66443 -0.14073 2.26027
C 0.46287 1.65797 2.89277
N 1.51437 2.38157 3.26057
N 2.49697 1.97937 2.46357
N 2.09007 1.07147 1.65987
N 0.78647 0.82237 1.88417
H -1.00003 2.53297 4.01597
S -2.15203 -4.65503 2.86617
C -1.57213 -3.42173 2.06917
N -1.11843 -2.49763 1.49497
N 0.90377 0.14567 -0.53763
C 1.56327 0.78837 -1.26043
C 2.38797 1.62857 -1.98063
C 2.77957 1.35197 -3.30493
C 3.62487 2.21597 -3.96323
C 4.09907 3.36267 -3.33463
C 3.69757 3.64937 -2.03243
C 2.85297 2.80467 -1.35373
H 2.39717 0.46017 -3.77643
H 3.92197 2.01107 -4.98403
H 4.77617 4.02967 -3.85163
H 4.04977 4.54797 -1.54583
H 2.53857 3.00387 -0.34193
C 1.85847 -4.53933 -0.30283
O 1.04967 -3.53553 0.30107
C 0.83847 -2.36673 -0.39993
O 1.31257 -2.28873 -1.52483
H 2.38727 -5.04133 0.50767
H 2.55747 -4.06223 -0.99943
H 1.24067 -5.25503 -0.85303
F -1.64123 -2.52133 -1.11683
C -1.74983 -1.14813 -0.80773
F -1.22313 -0.57783 -1.95913
C -3.27893 -0.95363 -0.90473
F -3.73453 -0.89773 -2.17823
F -3.74323 0.14507 -0.31263
F -3.93033 -1.98713 -0.35263
C -3.22113 1.41377 -4.31043
C -3.32473 2.08237 -2.97363
C -4.41173 2.89597 -2.65263
C -4.33913 3.53917 -1.42673
N -3.35893 3.35297 -0.57123
C -2.41783 2.46047 -0.91623
S -1.20963 2.08327 0.22947
N -2.35073 1.87067 -2.11513
H -3.80933 1.95437 -5.05213
H -3.59443 0.39467 -4.22553
H -2.17893 1.36467 -4.61463
H -5.23923 3.02677 -3.33343
H -5.10483 4.24537 -1.11663
I 5.28617 -3.11773 1.95017
C 3.34857 -2.66083 2.66577
C 2.93917 -3.20163 3.88467
C 1.65357 -2.82073 4.30187
C 0.86277 -2.05063 3.49597
N 1.24937 -1.58383 2.26647
C 2.54537 -1.85393 1.91757
H 3.56217 -3.85203 4.47487
H 1.28307 -3.14593 5.26377
H -0.13093 -1.75783 3.82147
H 2.90017 -1.36963 1.01557
```


Entry 3:
A molecular structure, C24H18F5N7PrS2. Source: the Open Molecules 2025 dataset; level of theory: the ωB97M-V functional and the def2-TZVPD basis.

Computed properties:
- E: -84929.482 eV
- Net charge: +1
- Multiplicity: 3
- LUMO energy (spin up / spin down): -0.15975 / -0.15883 Eh
- Energy above the lowest of the compared OMol25 structures with the same formula, charge and spin: 28.4 kcal/mol

Structure (XYZ):
```
57
C24H18F5N7PrS2 (the ωB97M-V functional and the def2-TZVPD basis)
Pr -1.28149 -0.58509 0.20996
C 4.50948 -1.91835 0.93775
C 3.27196 -2.39181 0.35408
C 2.11402 -1.66311 0.33311
C 2.15235 -0.37890 1.02371
C 3.36885 0.09904 1.65938
C 4.46635 -0.67603 1.62893
N 0.89591 0.20144 1.21592
C 0.80727 1.19952 2.21434
C 1.16821 1.01486 3.62565
C 1.17667 2.12328 4.47591
C 0.81557 3.42661 4.03791
C 0.24537 3.57847 2.77119
C 0.23186 2.49476 1.88527
N -0.42496 2.80791 0.71280
N -1.06264 1.84325 0.16425
C -1.99448 2.17073 -0.77394
C -2.32230 3.49036 -1.22367
C -3.31211 3.54776 -2.19811
C -3.93194 2.33858 -2.63495
C -3.51798 1.11778 -2.15012
N -2.54253 0.98973 -1.14972
H 5.44839 -2.42787 0.87933
H 3.27293 -3.41609 -0.00066
H 1.19986 -2.03550 -0.08234
H 3.37357 1.18801 1.95558
H 5.38154 -0.25705 2.10829
H 1.49275 0.04799 3.97337
H 1.59676 1.94773 5.43659
H 0.78700 4.22448 4.76158
H -0.18625 4.53945 2.46918
H -1.63779 4.33199 -1.01841
H -3.59394 4.54781 -2.58781
H -4.73118 2.33841 -3.36990
H -3.92612 0.18643 -2.65441
N -1.55645 -1.59315 2.53895
N -2.17520 -2.59747 1.75134
C -3.49593 -2.46213 1.39398
N -4.22599 -3.54301 1.18102
S -4.19020 -0.96791 1.21600
H -0.83253 -1.92375 3.20199
H -2.23611 -1.08186 3.05850
H -1.77874 -3.47998 1.88892
H -3.89361 -4.47641 1.42691
H -5.22848 -3.41177 1.07853
F 3.45033 -0.17003 -5.45997
C 2.46085 -0.65740 -4.71338
C 2.00078 -0.06429 -3.48370
F 2.62858 1.09983 -2.98571
C 0.94927 -0.60011 -2.81198
F 0.50601 -0.05403 -1.61039
C 0.23557 -1.73165 -3.28131
S -1.06428 -2.44301 -2.37122
C 0.79041 -2.26258 -4.47358
F 0.12817 -3.31808 -5.10208
C 1.88311 -1.82091 -5.16410
F 2.33347 -2.48692 -6.26875
```


Entry 4:
A molecular structure, C24H18N5O2Tc. Source: the Open Molecules 2025 dataset; level of theory: the ωB97M-V functional and the def2-TZVPD basis.

Computed properties:
- E: -38875.826 eV
- Net charge: +4
- Multiplicity: 1
- LUMO energy (spin up / spin down): -0.59816 / -0.59845 Eh

Structure (XYZ):
```
50
C24H18N5O2Tc (the ωB97M-V functional and the def2-TZVPD basis)
Tc -0.09738 -0.09231 0.10790
O 2.67768 1.63701 -6.57474
N 1.63242 1.73910 -5.99383
O 0.62616 2.30718 -6.35505
C 1.56427 1.09654 -4.64794
C 2.36627 0.02054 -4.44708
C 2.37501 -0.64014 -3.18472
C 3.22333 -1.72590 -2.85580
C 3.22538 -2.23973 -1.56544
C 2.37975 -1.70019 -0.61570
N 1.49874 -0.71485 -0.92954
C 1.52569 -0.17030 -2.19156
C 0.70577 0.95793 -2.41068
N -0.00777 1.39616 -1.32327
C -0.71121 2.53635 -1.41817
C -0.77040 3.25477 -2.60917
C -0.10345 2.79734 -3.72433
C 0.70365 1.62452 -3.63533
H 3.02372 -0.31072 -5.24349
H 3.89232 -2.13572 -3.60632
H 3.89298 -3.04296 -1.28292
H 2.40254 -2.03333 0.41566
H -1.24512 2.87441 -0.53852
H -1.35602 4.16325 -2.64822
H -0.19025 3.32485 -4.66480
N -0.92963 -3.53443 0.33150
C -1.87418 -2.64646 0.61893
C -3.23409 -3.02074 0.74085
C -4.17900 -2.08832 1.04078
C -3.81254 -0.72227 1.24351
C -2.50951 -0.41038 1.13440
N -1.53156 -1.32421 0.79294
H -1.17209 -4.51336 0.24223
H 0.05106 -3.32369 0.40263
H -3.49876 -4.05670 0.56440
H -5.22051 -2.37690 1.11769
H -4.54721 0.02849 1.50103
H -2.15184 0.60222 1.36929
C 0.71635 0.61858 1.61876
C 1.20803 1.14844 2.72962
C 1.34661 0.32910 3.93307
C 1.81279 0.90541 5.06793
C 2.17644 2.27386 5.07110
C 2.06545 3.08497 3.91662
C 1.58771 2.56052 2.76159
H 1.05767 -0.71381 3.91143
H 1.90347 0.32057 5.97369
H 2.55450 2.71461 5.98842
H 2.36895 4.12291 3.95493
H 1.50164 3.15899 1.86416
```